[1]
{
  "formula": "C5H10N2S",
  "method": "ωB97M-V/def2-TZVPD",
  "symbols": ["H", "H", "H", "H", "H", "N", "S", "N", "C", "H", "H", "C", "C", "C", "H", "H", "H", "C"],
  "coordinates": [[-1.649104, 1.244300, -0.152712], [0.934237, -0.897042, 1.124812], [-0.642005, -2.550760, -0.855845], [0.160161, 0.316774, -1.783686], [0.371784, -2.062868, -2.022561], [-3.125127, 0.196780, 0.889735], [1.659472, 1.336224, 0.752454], [-1.193531, 0.182745, -0.308558], [-0.397898, -1.711555, -1.504954], [-1.164294, -1.406757, -2.339925], [2.652988, -0.143608, -1.232338], [1.026766, -0.187431, 0.201723], [-0.049626, -0.260023, -0.923024], [-2.129773, -0.543490, 0.515252], [-4.091080, -0.364366, 1.148163], [-1.953188, -1.504822, 0.757644], [3.136889, -0.622649, 0.508025], [2.537643, 0.028421, -0.165510]],
  "forces_ev_per_angstrom": [[2.298, -3.324, -1.213], [-0.463, 0.978, -2.092], [-0.693, 0.588, 0.356], [0.677, 0.923, -0.671], [3.705, -1.325, -2.321], [-2.684, -2.426, 0.111], [0.807, 0.924, -0.998], [-6.821, 3.281, 3.370], [-2.845, 3.240, -0.029], [0.848, -1.208, 1.873], [0.482, 1.079, 0.038], [1.592, -2.376, 0.394], [1.131, -2.992, 2.111], [-0.295, 5.635, -2.038], [3.688, 1.474, -0.172], [0.490, -3.403, 0.385], [0.015, 0.800, -0.853], [-1.932, -1.868, 1.749]],
  "lowdin_charge": [0.22, 0.13, 0.07, 0.13, 0.00, 0.00, 0.83, -0.06, -0.02, 0.13, 0.07, -0.65, -0.42, -0.29, 0.10, 0.07, 0.07, -0.40],
  "e_tot_ev": -19158.949,
  "total_charge": 0,
  "mol_weight_g_mol": 130.22,
  "spin_multiplicity": 1,
  "smiles": "[H]/N=C/N[C@H](C)[C@H]1CS1",
  "max_force_ha_per_bohr": 0.161,
  "homo_lumo_gap_ev": 9.2,
  "de_lowest_kj_mol": 381.7
}



[2]
{
  "formula": "C5H10N2S",
  "method": "ωB97M-V/def2-TZVPD",
  "symbols": ["C", "H", "C", "H", "C", "C", "N", "H", "H", "H", "H", "N", "C", "H", "H", "H", "H", "S"],
  "coordinates": [[0.501324, 0.397296, -0.125233], [1.748637, -1.620067, -1.647865], [-1.037779, -1.534414, 0.266738], [-2.112021, -1.679399, 0.372983], [-1.608186, 0.619644, 1.122071], [1.478593, 0.721910, 0.737651], [-1.379101, 1.777798, 1.608142], [0.997064, 1.543502, -1.824828], [-0.401305, 2.014747, 1.369288], [1.356403, 0.778004, 1.790241], [-0.667505, -1.984858, -0.675947], [-0.786965, -0.108469, 0.294414], [0.717114, 0.465980, -1.612274], [-0.474499, -1.987668, 1.086679], [-0.250923, 0.235254, -2.117170], [2.455328, 0.834454, 0.349637], [-2.535989, 0.081645, 1.397554], [1.999811, -0.555358, -2.392078]],
  "forces_ev_per_angstrom": [[0.531, -0.992, 1.087], [-0.003, -0.476, 0.156], [0.924, -0.074, -0.524], [0.145, -0.289, -0.042], [0.012, 0.593, 0.680], [-1.289, -0.685, -0.986], [0.376, -0.485, -0.102], [-0.378, -1.283, -0.132], [-0.717, 0.354, 0.026], [-0.208, -0.232, 0.747], [-0.386, 0.246, 0.379], [-0.029, 0.772, -0.347], [-0.901, 1.158, -0.820], [-0.240, -0.399, 0.045], [0.721, 0.393, 0.380], [0.863, 0.656, -0.376], [0.375, 0.404, -0.340], [0.203, 0.340, 0.169]],
  "lowdin_charge": [-0.37, -0.16, -0.05, 0.08, -0.30, 0.09, 0.08, 0.10, 0.02, 0.07, 0.09, -0.16, -0.53, 0.09, 0.08, 0.06, 0.12, 0.71],
  "e_tot_ev": -19161.052,
  "total_charge": 0,
  "mol_weight_g_mol": 130.22,
  "spin_multiplicity": 1,
  "smiles": "[H]/N=C\\N(C)C(=C)CS",
  "max_force_ha_per_bohr": 0.034,
  "homo_lumo_gap_ev": 9.4,
  "de_lowest_kj_mol": 178.9
}



[3]
{
  "formula": "C5H10N2S",
  "method": "ωB97M-V/def2-TZVPD",
  "symbols": ["H", "C", "N", "N", "H", "H", "H", "C", "C", "H", "H", "C", "H", "H", "C", "H", "S", "H"],
  "coordinates": [[-1.158700, 1.727732, -0.921706], [-2.351792, 0.062785, 0.474670], [0.415184, -0.637454, -0.192616], [1.880722, -0.761707, -0.617805], [2.212923, -0.391820, 1.785637], [-2.447200, 2.272080, 0.299534], [-1.750668, 0.162604, 1.422363], [-0.284664, -1.739600, -0.437714], [2.573742, 0.469166, -0.393430], [1.703614, 1.183103, -0.306969], [-3.424072, 0.228306, 0.990425], [2.647497, -0.584583, 0.736568], [-2.874164, 1.305346, -1.187650], [3.400755, 0.591467, -1.021982], [-2.198572, 1.363043, -0.388549], [3.610590, -1.111491, 0.757428], [-2.012936, -1.559346, -0.151272], [0.057734, -2.579627, -0.846933]],
  "forces_ev_per_angstrom": [[-2.212, -1.678, 1.678], [-0.024, 2.819, 2.689], [0.498, -2.453, -1.587], [-1.339, -2.623, 2.802], [0.039, -0.402, -2.279], [0.156, -1.650, -1.236], [-0.090, 0.021, -1.032], [-0.060, 8.104, 2.541], [-3.352, -0.038, 2.295], [1.885, 0.277, 0.152], [1.955, -1.389, -1.688], [0.427, 1.414, -1.075], [-1.199, 0.172, -1.077], [0.937, 0.605, -0.818], [2.643, 1.858, 0.914], [-0.630, 0.012, -0.051], [-0.961, -1.572, -0.605], [1.329, -3.475, -1.625]],
  "lowdin_charge": [0.11, -0.61, -0.03, -0.13, 0.12, 0.09, 0.07, -0.43, -0.19, 0.11, 0.12, -0.11, 0.02, 0.07, -0.18, 0.08, 0.86, 0.02],
  "e_tot_ev": -19157.988,
  "total_charge": 0,
  "mol_weight_g_mol": 130.22,
  "spin_multiplicity": 1,
  "smiles": "CCS/C=N/N1CC1",
  "max_force_ha_per_bohr": 0.165,
  "homo_lumo_gap_ev": 9.4,
  "de_lowest_kj_mol": 474.5
}



[4]
{
  "formula": "C5H10N2S",
  "method": "ωB97M-V/def2-TZVPD",
  "symbols": ["H", "H", "N", "C", "C", "H", "H", "H", "C", "H", "C", "H", "N", "H", "S", "H", "C", "H"],
  "coordinates": [[1.884187, -1.301262, 1.655944], [2.827735, -0.775584, -0.648445], [-1.056962, 0.692522, 0.086815], [0.915419, -1.706088, 1.179725], [0.843088, 2.761387, 0.116601], [2.223278, 1.207184, 0.370215], [-0.087393, -1.571646, -0.702509], [1.807151, -0.958295, -1.912052], [1.182322, 1.464385, 0.177653], [0.968982, -2.815801, 1.115609], [0.713615, -1.064035, -0.212295], [-0.156308, 3.198287, -0.007961], [2.011863, -1.282609, -0.981847], [0.110027, -1.329786, 1.887701], [-2.347362, -0.402852, -0.183324], [1.612207, 3.489060, 0.257431], [0.181706, 0.376102, -0.073445], [-3.333289, 0.443581, 0.053045]],
  "forces_ev_per_angstrom": [[-1.252, -0.724, -0.836], [-0.482, 0.079, 0.295], [0.289, -0.105, -0.636], [0.299, 1.275, 1.294], [0.043, -0.341, 0.265], [-0.264, -0.105, -0.143], [-0.229, -0.804, -0.701], [0.387, 0.039, -0.490], [-1.029, 0.674, -0.519], [-0.105, 0.893, 0.105], [1.804, 0.359, 0.534], [0.333, -0.771, -0.178], [-1.987, 0.173, 0.207], [0.719, -0.890, -0.831], [1.110, -0.527, 0.016], [0.454, 0.390, 0.158], [0.057, -0.151, 1.335], [-0.146, 0.534, 0.124]],
  "lowdin_charge": [0.10, 0.06, -0.32, -0.07, 0.02, 0.09, 0.08, 0.06, -0.12, 0.08, -0.40, 0.07, 0.04, 0.09, 0.74, 0.04, -0.39, -0.17],
  "e_tot_ev": -19160.819,
  "total_charge": 0,
  "mol_weight_g_mol": 130.22,
  "spin_multiplicity": 1,
  "smiles": "C=C/C(=N/S)[C@H](C)N",
  "max_force_ha_per_bohr": 0.039,
  "homo_lumo_gap_ev": 9.1,
  "de_lowest_kj_mol": 201.3
}



[5]
{
  "formula": "C5H10N2S",
  "method": "ωB97M-V/def2-TZVPD",
  "symbols": ["H", "H", "H", "H", "N", "C", "H", "C", "H", "H", "N", "C", "H", "S", "C", "H", "H", "C"],
  "coordinates": [[2.627309, -1.506893, -1.015762], [-0.488198, 1.504662, -1.183570], [-1.390990, 0.090294, -1.302281], [1.001482, -3.099257, -0.044683], [0.105730, 0.100090, 0.241294], [-0.157488, -1.345273, 0.657439], [-1.311962, 2.385899, 0.816285], [0.984099, -2.072480, 0.169908], [-1.265323, -1.520167, 0.120917], [-0.284398, -1.363051, 1.746497], [1.370562, 0.069204, -0.347106], [-1.897262, 1.455599, 0.421700], [-2.377430, 0.853990, 1.249496], [2.488596, 1.186279, 0.337093], [1.776827, -1.249150, -0.463564], [-2.737797, 1.664038, -0.257042], [2.481808, 2.084237, -0.646774], [-0.925572, 0.761976, -0.499849]],
  "forces_ev_per_angstrom": [[1.191, 0.164, -0.502], [0.263, 0.124, 0.620], [0.143, 0.271, 1.319], [-0.134, -1.226, 0.290], [0.960, -1.762, 1.005], [-3.534, 1.763, -1.432], [-1.652, -1.560, -0.438], [-4.215, -4.165, 3.475], [2.331, -0.380, 1.394], [-0.275, -0.044, -0.120], [-0.924, -1.898, -0.508], [-0.182, 0.813, 0.287], [1.070, 0.455, -0.777], [1.567, 1.632, 0.869], [3.581, 5.283, -4.073], [0.068, 0.861, 0.498], [-0.105, 0.099, -0.248], [-0.152, -0.429, -1.658]],
  "mulliken_spin": [0.01, 0.00, -0.02, 0.03, 0.08, -0.10, 0.00, 0.64, 0.11, 0.09, 0.33, 0.00, 0.00, 0.27, 0.53, 0.00, 0.00, 0.04],
  "e_tot_ev": -19155.462,
  "total_charge": 0,
  "mol_weight_g_mol": 130.22,
  "spin_multiplicity": 3,
  "s_squared": 2.01,
  "max_force_ha_per_bohr": 0.147,
  "homo_lumo_gap_ev": [5.0, 7.0],
  "de_lowest_kj_mol": 255.0
}



[6]
{
  "formula": "C5H10N2S2",
  "method": "ωB97M-V/def2-TZVPD",
  "symbols": ["C", "H", "H", "H", "H", "C", "H", "H", "C", "H", "S", "N", "N", "C", "H", "S", "H", "C", "H"],
  "coordinates": [[-0.748898, 0.114096, 0.016811], [2.412360, 0.719448, -1.333197], [0.164093, -0.741328, 1.706085], [-1.281935, -0.975639, -1.566370], [-1.398684, -0.242297, 1.938634], [-3.471243, -0.012203, -0.050966], [2.324650, 0.795630, 0.398443], [0.166438, 1.862775, -0.819309], [1.748659, 0.401608, -0.468142], [1.657972, -0.688731, -0.415241], [-2.574087, 1.445018, -0.115294], [-1.328882, -1.031402, -0.508512], [-2.610585, -1.111259, -0.018404], [-0.456418, 0.014086, 1.468878], [0.020889, 0.427905, -1.831215], [-5.131654, -0.376818, 0.013085], [-2.924135, -2.041305, 0.235549], [0.283240, 0.753993, -0.822552], [-0.044764, 0.904846, 1.817526]],
  "forces_ev_per_angstrom": [[2.803, -0.148, 1.182], [-0.769, -0.691, 0.750], [2.542, -2.810, 0.656], [-0.568, -0.368, 1.387], [-0.213, 0.357, 0.699], [2.623, -0.570, 0.266], [-1.305, -0.082, -0.120], [-0.188, -0.347, -0.028], [0.634, -0.277, -1.573], [1.038, -0.002, 0.090], [-3.347, 0.744, -0.575], [0.316, -0.237, -1.649], [-2.155, -0.697, -0.554], [-3.018, 0.835, -1.186], [0.664, 0.224, -0.385], [0.640, 0.734, 0.211], [-0.194, 0.316, -0.281], [0.100, 1.378, 0.284], [0.397, 1.643, 0.824]],
  "mulliken_spin": [0.54, 0.00, 0.00, -0.01, -0.01, -0.08, 0.00, 0.04, 0.02, 0.00, 0.48, 0.09, 0.07, 0.04, 0.00, 0.82, 0.00, -0.01, 0.01],
  "e_tot_ev": -29992.572,
  "total_charge": 0,
  "mol_weight_g_mol": 162.28,
  "spin_multiplicity": 3,
  "s_squared": 2.02,
  "max_force_ha_per_bohr": 0.075,
  "homo_lumo_gap_ev": [5.1, 5.6],
  "de_lowest_kj_mol": 46.8
}